Molecular formula: C26H20BF6IrN2O4S6Sb
Method: DFT, ωB97M-V with the def2-TZVPD basis set

XYZ file:
```
67
Properties=species:S:1:pos:R:3
Ir -0.070 -0.778 0.314
C 3.663 4.431 -3.735
C 3.419 3.088 -3.112
C 4.324 2.538 -2.208
C 4.066 1.327 -1.592
C 2.880 0.664 -1.879
C 1.969 1.182 -2.787
C 2.255 2.383 -3.408
S 2.521 -0.817 -1.014
O 3.687 -1.644 -0.995
O 1.265 -1.349 -1.591
N 1.950 -0.476 0.427
C 2.456 -0.149 1.655
C 3.770 0.051 2.004
C 4.092 0.416 3.323
C 3.125 0.577 4.276
C 1.766 0.348 3.959
C 0.719 0.473 4.902
C -0.563 0.197 4.524
C -0.828 -0.192 3.203
N 0.118 -0.302 2.298
C 1.430 -0.030 2.651
H 4.662 4.801 -3.507
H 2.937 5.151 -3.355
H 3.549 4.389 -4.818
H 5.242 3.066 -1.983
H 4.784 0.895 -0.908
H 1.054 0.648 -2.998
H 1.544 2.799 -4.110
H 4.548 -0.079 1.267
H 5.131 0.578 3.577
H 3.381 0.875 5.284
H 0.950 0.787 5.912
H -1.394 0.280 5.208
H -1.839 -0.423 2.894
F -0.161 1.248 -0.494
Sb -0.200 3.040 0.400
F 1.520 2.572 1.020
F 0.524 3.761 -1.173
F -0.210 4.686 1.289
F -1.933 3.210 -0.298
F -0.938 2.129 1.889
C -3.479 -3.392 -0.618
S -2.823 -4.860 0.214
C -1.201 -4.911 -0.464
C -0.194 -4.051 -0.243
S -0.304 -2.837 1.025
S 1.348 -4.455 -0.967
C 0.860 -5.962 -1.680
S 1.866 -6.935 -2.518
S -0.835 -6.291 -1.457
H -4.422 -3.157 -0.129
H -3.652 -3.586 -1.674
H -2.796 -2.554 -0.499
O -3.191 -0.613 0.996
B -2.153 -0.546 0.068
O -2.683 -0.311 -1.203
C -4.041 -0.230 -1.047
C -5.016 -0.031 -2.000
C -6.333 -0.031 -1.549
C -6.645 -0.222 -0.207
C -5.652 -0.422 0.749
C -4.356 -0.419 0.290
H -4.763 0.120 -3.039
H -7.133 0.123 -2.260
H -7.682 -0.213 0.102
H -5.883 -0.568 1.795
```

Results
Expectation value of S² ... 0.756
Orbital gap (alpha / beta) ... 0.26215 / 0.20501 Ha
Multiplicity ... 2
HOMO level (alpha / beta) ... -8.34 / -8.30 eV
Lowest unoccupied orbital energy (alpha / beta) ... -1.20 / -2.72 eV
E ... -4771.23833 a.u.

=====

Molecular formula: C26H20Cl2N3O6Pb
Method: DFT, ωB97M-V with the def2-TZVPD basis set

XYZ file:
```
58
Properties=species:S:1:pos:R:3
Pb -0.198 -1.778 -0.984
C -2.475 -4.287 0.872
O -1.974 -2.973 1.209
C -2.007 -2.553 2.463
C -2.466 -3.320 3.540
C -2.415 -2.799 4.811
C -1.908 -1.513 5.086
C -1.459 -0.745 4.055
C -1.514 -1.236 2.726
N -1.177 -0.508 1.633
N -0.786 0.673 1.768
C 0.171 1.342 1.258
C 1.400 0.558 0.817
O 1.423 -0.648 0.975
C 2.447 1.324 0.160
C 2.322 2.645 -0.017
C 1.182 3.420 0.465
C 1.135 4.796 0.281
C 0.074 5.534 0.786
C -0.948 4.907 1.488
C -0.922 3.534 1.663
C 0.128 2.788 1.141
H -1.917 -5.048 1.415
H -3.540 -4.346 1.096
H -2.321 -4.389 -0.201
H -2.857 -4.312 3.380
H -2.783 -3.404 5.630
H -1.890 -1.142 6.100
H -1.098 0.262 4.219
H 3.302 0.763 -0.189
H 3.102 3.192 -0.535
H 1.935 5.290 -0.254
H 0.051 6.605 0.644
H -1.759 5.490 1.900
H -1.710 3.037 2.214
N 1.628 -3.521 -0.908
C 1.406 -4.467 -2.016
C -0.078 -4.588 -2.396
O -0.506 -5.648 -2.789
O -0.780 -3.496 -2.275
H 2.474 -2.977 -1.035
H 1.700 -4.003 -0.020
H 1.779 -5.462 -1.782
H 1.928 -4.099 -2.900
Cl 1.370 4.230 -5.674
C 0.972 3.177 -4.356
C -0.034 3.556 -3.457
C -0.365 2.744 -2.404
Cl -1.595 3.261 -1.297
C 0.246 1.475 -2.193
O -0.084 0.719 -1.213
C 1.269 1.128 -3.125
C 1.996 -0.110 -3.058
O 1.762 -1.104 -2.361
C 1.627 1.990 -4.181
H -0.553 4.495 -3.595
H 2.876 -0.158 -3.718
H 2.416 1.700 -4.864
```

Results
Orbital gap ... 0.17983 Ha
Relative energy (zero: lowest compared OMol25 entry of this formula, charge and spin) ... 12.25 kcal/mol
HOMO level ... -10.49 eV
Lowest unoccupied orbital energy ... -5.60 eV
Charge ... +1
E ... -2731.47369 a.u.

=====

Molecular formula: C26H20CrN3O5S
Method: DFT, ωB97M-V with the def2-TZVPD basis set

XYZ file:
```
56
Properties=species:S:1:pos:R:3
Cr -0.573 -0.084 -0.030
C -1.662 -5.441 0.103
C -2.926 -4.908 -0.122
C -3.121 -3.538 -0.132
C -2.032 -2.701 0.087
C -0.765 -3.226 0.309
C -0.581 -4.600 0.319
N -2.148 -1.280 0.077
N -3.311 -0.798 0.080
C -3.269 0.595 0.072
C -4.460 1.321 0.083
C -4.389 2.699 0.107
C -3.147 3.338 0.121
C -1.966 2.611 0.105
C -2.012 1.221 0.083
H -1.523 -6.513 0.114
H -3.767 -5.567 -0.290
H -4.096 -3.109 -0.306
H 0.087 -2.580 0.504
H 0.403 -5.007 0.508
H -5.407 0.798 0.074
H -5.295 3.289 0.120
H -3.108 4.419 0.150
H -1.014 3.128 0.122
O 0.559 -0.355 6.804
C 1.443 -0.258 5.940
O 2.679 -0.205 6.002
C 0.888 -0.191 4.488
C -0.466 -0.391 4.240
C -0.935 -0.355 2.947
N -0.120 -0.113 1.907
C 1.195 0.110 2.144
C 1.731 0.067 3.408
C 1.995 0.416 0.902
O 3.192 0.551 0.900
O 1.230 0.521 -0.172
H -1.117 -0.571 5.085
H -1.978 -0.519 2.704
H 2.787 0.224 3.580
C 0.235 -0.247 -4.439
S 0.754 0.064 -2.759
O -0.552 -0.305 -2.001
C 1.842 -1.312 -2.493
C 1.350 -2.611 -2.540
C 2.213 -3.657 -2.262
C 3.541 -3.396 -1.940
C 4.010 -2.093 -1.879
C 3.154 -1.034 -2.146
H -0.126 -1.268 -4.537
H 1.092 -0.073 -5.088
H -0.557 0.465 -4.660
H 0.306 -2.798 -2.759
H 1.849 -4.676 -2.288
H 4.209 -4.217 -1.717
H 5.033 -1.894 -1.592
H 3.486 -0.010 -2.033
```

Results
Expectation value of S² ... 0.767
Orbital gap (alpha / beta) ... 0.22013 / 0.21914 Ha
Multiplicity ... 2
Relative energy (zero: lowest compared OMol25 entry of this formula, charge and spin) ... 0.00 kcal/mol
HOMO level (alpha / beta) ... -7.64 / -7.64 eV
Lowest unoccupied orbital energy (alpha / beta) ... -1.65 / -1.68 eV
E ... -2985.85215 a.u.

=====

Molecular formula: C26H20MoN5O4S4Sb
Method: DFT, ωB97M-V with the def2-TZVPD basis set

XYZ file:
```
61
Properties=species:S:1:pos:R:3
Mo -0.296 -0.585 0.240
O -3.616 -1.924 -2.029
C -2.584 -1.416 -1.567
N -2.246 -1.236 -0.299
C -3.239 -1.462 0.716
C -2.999 -0.437 1.786
C -3.882 -0.240 2.832
C -3.552 0.646 3.838
C -2.361 1.343 3.743
C -1.529 1.099 2.668
N -1.838 0.232 1.699
C -1.593 -0.763 -2.481
C -1.750 -0.805 -3.858
C -0.896 -0.063 -4.649
C 0.080 0.712 -4.033
C 0.185 0.688 -2.657
N -0.629 -0.043 -1.885
H -3.158 -2.461 1.162
H -4.245 -1.367 0.297
H -4.777 -0.843 2.892
H -4.187 0.748 4.706
H -2.042 2.023 4.520
H -0.565 1.575 2.583
H -2.554 -1.411 -4.250
H -0.989 -0.077 -5.728
H 0.763 1.324 -4.606
H 0.949 1.261 -2.150
O -0.656 3.891 0.662
C 0.641 4.246 0.589
C 0.946 5.604 0.702
C 2.256 6.036 0.651
C 3.292 5.121 0.484
C 2.992 3.777 0.364
C 1.676 3.316 0.407
C 1.382 1.873 0.242
O 0.156 1.487 0.443
N 2.324 1.084 -0.165
N 1.842 -0.207 -0.349
C 2.711 -1.001 -0.868
C 2.495 -2.362 -1.250
C 3.582 -3.085 -1.769
C 3.454 -4.383 -2.201
C 2.190 -4.990 -2.123
C 1.106 -4.310 -1.633
C 1.215 -2.971 -1.172
O 0.165 -2.380 -0.731
H -0.680 2.906 0.650
H 0.125 6.296 0.841
H 2.474 7.093 0.749
H 4.321 5.455 0.451
H 3.772 3.040 0.228
H 3.701 -0.580 -1.043
H 4.546 -2.588 -1.817
H 4.307 -4.928 -2.585
H 2.068 -6.017 -2.449
H 0.131 -4.774 -1.557
S -3.160 -1.983 5.875
Sb -1.084 -2.778 5.283
S -0.550 -2.346 2.153
S 0.969 -1.010 2.306
S -1.157 -5.052 5.142
```

Results
Orbital gap ... 0.20404 Ha
Relative energy (zero: lowest compared OMol25 entry of this formula, charge and spin) ... 16.14 kcal/mol
HOMO level ... -1.46 eV
Lowest unoccupied orbital energy ... 4.09 eV
Charge ... -2
E ... -3478.98127 a.u.